1.
{
  "formula": "C27H39Br2N3ORuS2Si3",
  "method": "ωB97M-V/def2-TZVPD",
  "species": ["Ru", "C", "C", "C", "C", "C", "C", "Br", "C", "C", "Br", "C", "O", "C", "N", "H", "H", "H", "H", "H", "H", "C", "Si", "C", "C", "C", "Si", "C", "C", "C", "Si", "C", "C", "C", "C", "C", "C", "C", "N", "H", "H", "H", "H", "H", "H", "H", "H", "H", "H", "H", "H", "H", "H", "H", "H", "H", "H", "H", "H", "H", "H", "H", "H", "H", "H", "H", "H", "S", "C", "N", "C", "C", "S", "H", "H", "H", "H", "H"],
  "xyz": [[0.3613, 0.1655, -0.0843], [-1.5397, 3.3712, 0.1078], [-0.0576, 3.4621, 0.1940], [0.5141, 4.7164, 0.5164], [1.8584, 4.9041, 0.4796], [2.6797, 3.8392, 0.0443], [4.0837, 3.9232, -0.1335], [5.0005, 5.5144, 0.3120], [4.7903, 2.8704, -0.6330], [4.1302, 1.6806, -0.9829], [5.1221, 0.2658, -1.7345], [2.7739, 1.5323, -0.8077], [2.1039, 0.4342, -1.1202], [2.0438, 2.6226, -0.2535], [0.6870, 2.4097, -0.1026], [-2.0259, 4.0108, 0.8418], [-1.8714, 2.3510, 0.2322], [-1.8405, 3.7035, -0.8872], [-0.1529, 5.5220, 0.7906], [2.2996, 5.8559, 0.7402], [5.8592, 2.9452, -0.7742], [-0.3568, 2.8139, -3.2023], [-1.8210, 0.0856, -1.2495], [-1.3848, -0.5801, -2.9453], [-3.2943, 1.2127, -1.4415], [-1.6687, -0.8802, 0.2295], [-1.8139, -2.7544, -0.0057], [-0.9281, -3.4428, -1.5329], [-3.6407, -3.0765, -0.3426], [-1.3130, -3.8276, 1.4664], [-2.2867, -0.3651, 1.8827], [-2.8962, 1.3871, 2.2572], [-3.6442, -1.3859, 2.6753], [-0.6315, -0.2842, 2.7960], [-0.3296, -0.5548, 4.1216], [0.9221, -0.2543, 4.6328], [1.8584, 0.3350, 3.7983], [1.5215, 0.5531, 2.4787], [0.3168, 0.2440, 1.9799], [-0.9658, 2.4159, -3.9979], [0.2591, 2.1624, -2.5976], [-0.2369, 3.8820, -3.1006], [-1.8515, 0.0679, -3.6886], [-1.7805, -1.5867, -3.0733], [-0.3136, -0.6102, -3.1559], [-3.1306, 2.0326, -2.1448], [-3.6874, 1.6048, -0.5081], [-4.0627, 0.5601, -1.8700], [-1.6662, -3.7322, -2.2857], [-0.3789, -4.3450, -1.2571], [-0.2300, -2.7550, -2.0062], [-3.9452, -2.5995, -1.2798], [-4.3000, -2.7051, 0.4428], [-3.8241, -4.1487, -0.4511], [-0.3302, -3.5910, 1.8717], [-1.2758, -4.8606, 1.1066], [-2.0277, -3.8115, 2.2881], [-3.6932, 1.7601, 1.6133], [-2.0973, 2.1241, 2.3013], [-3.3158, 1.3187, 3.2658], [-4.5809, -1.1080, 2.1830], [-3.7511, -1.1031, 3.7257], [-3.5520, -2.4661, 2.6230], [-1.0912, -0.9939, 4.7527], [1.1642, -0.4700, 5.6650], [2.8461, 0.6000, 4.1461], [2.2429, 0.9664, 1.7836], [1.3589, -1.9716, 0.5053], [2.2431, -2.6783, -0.7431], [2.5844, -2.1281, -1.8867], [3.2737, -2.9890, -2.8425], [3.9217, -4.0942, -2.0168], [2.8105, -4.3112, -0.5863], [2.5042, -1.1137, -1.9642], [4.0072, -2.4062, -3.3963], [2.5445, -3.4011, -3.5439], [4.9088, -3.8115, -1.6555], [3.9900, -5.0290, -2.5662]],
  "forces_ev_per_a": [[0.39, 0.03, -0.27], [0.10, -0.02, 0.03], [-0.05, -0.08, 0.05], [-0.02, 0.02, 0.00], [-0.01, -0.07, -0.03], [0.00, 0.04, 0.02], [0.00, 0.06, 0.01], [-0.01, -0.02, -0.01], [0.06, -0.03, -0.02], [-0.08, 0.05, -0.01], [0.03, 0.01, 0.00], [-0.13, 0.02, -0.08], [-0.03, 0.15, 0.33], [0.03, -0.18, -0.18], [-0.16, 0.02, -0.02], [-0.01, 0.00, 0.01], [0.06, 0.03, 0.03], [-0.02, 0.05, -0.06], [0.01, 0.01, 0.00], [0.01, 0.00, 0.00], [0.00, 0.00, 0.00], [0.14, -0.01, 0.03], [-0.10, -0.16, 0.51], [0.06, 0.17, 0.00], [0.12, 0.15, -0.14], [0.02, -0.14, -0.12], [-0.02, -0.17, -0.06], [0.01, 0.02, 0.07], [0.03, 0.07, 0.03], [-0.02, 0.05, -0.03], [-0.32, 0.29, 0.09], [0.00, -0.10, 0.04], [0.14, -0.08, 0.04], [0.03, -0.01, -0.22], [-0.03, 0.10, 0.07], [0.01, 0.01, 0.00], [-0.02, -0.01, 0.00], [0.01, 0.10, 0.06], [0.08, -0.21, 0.11], [0.00, 0.01, -0.01], [-0.07, -0.02, -0.13], [-0.05, 0.01, -0.02], [0.02, 0.02, -0.02], [-0.03, 0.03, -0.01], [0.00, -0.03, 0.04], [0.00, -0.05, 0.05], [0.00, -0.01, -0.02], [-0.01, -0.02, -0.04], [0.01, 0.00, 0.02], [0.03, -0.01, 0.01], [0.08, -0.02, 0.05], [0.01, -0.01, 0.00], [0.01, -0.03, -0.04], [0.02, 0.00, 0.00], [-0.04, 0.00, -0.02], [0.00, 0.01, 0.00], [-0.04, 0.03, 0.00], [0.00, -0.01, 0.00], [-0.01, -0.01, 0.00], [0.00, 0.01, -0.01], [0.01, 0.01, 0.01], [0.04, 0.01, 0.00], [0.03, -0.01, -0.01], [0.00, -0.01, 0.00], [0.00, 0.00, 0.00], [0.00, 0.00, 0.00], [0.01, -0.01, 0.00], [-0.35, -0.07, -0.15], [0.06, 0.09, -0.07], [0.02, -0.14, 0.15], [-0.05, 0.03, -0.02], [-0.02, 0.00, 0.00], [0.02, -0.01, -0.03], [-0.01, 0.09, -0.08], [0.01, -0.01, 0.00], [0.01, 0.01, -0.01], [-0.01, 0.00, 0.02], [0.00, 0.00, 0.01]],
  "max_force_ev_per_a": 0.54,
  "de_lowest_kcal_mol": 0.0,
  "s_squared": 0.753,
  "multiplicity": 2,
  "orbital_gap_ha": [0.2660, 0.2645],
  "charge": 1,
  "e_homo_ha": [-0.3859, -0.3861],
  "total_energy_ev": -223116.637,
  "lumo_ev": [-3.26, -3.31]
}

2.
{
  "formula": "C27H39ClN4O2",
  "method": "ωB97M-V/def2-TZVPD",
  "species": ["C", "C", "O", "C", "C", "C", "C", "C", "C", "Cl", "C", "N", "C", "C", "N", "C", "C", "C", "C", "O", "N", "C", "C", "C", "N", "C", "C", "C", "C", "C", "C", "C", "C", "C", "H", "H", "H", "H", "H", "H", "H", "H", "H", "H", "H", "H", "H", "H", "H", "H", "H", "H", "H", "H", "H", "H", "H", "H", "H", "H", "H", "H", "H", "H", "H", "H", "H", "H", "H", "H", "H", "H", "H"],
  "xyz": [[-5.2027, -3.0778, 1.8402], [-4.2322, -2.1091, 1.2746], [-4.4846, -0.7771, 1.3701], [-3.4360, -0.1738, 0.7704], [-3.3613, 1.2651, 0.6468], [-4.2088, 2.0869, 1.3885], [-4.1190, 3.4599, 1.2637], [-3.1905, 4.0272, 0.4073], [-2.3573, 3.2002, -0.3329], [-1.2125, 3.9158, -1.4091], [-2.4302, 1.8235, -0.2309], [-2.5528, -1.0209, 0.3305], [-3.0325, -2.2622, 0.6311], [-2.3207, -3.5346, 0.2562], [-1.1685, -3.3927, -0.6048], [-1.5067, -2.7697, -1.8796], [-0.3065, -2.7463, -2.8212], [0.8860, -2.0499, -2.1646], [0.6154, -0.5542, -1.9639], [-0.3809, 0.0146, -2.3643], [1.6271, 0.1017, -1.3595], [1.5591, 1.4941, -0.9920], [1.2397, 1.6982, 0.4957], [1.9997, 0.7237, 1.4043], [3.3713, 0.4913, 0.9794], [3.9462, -0.6756, 1.6249], [5.2913, -1.0277, 0.9895], [5.8842, -2.2746, 1.6380], [6.2350, 0.1661, 1.1248], [5.6005, 1.4439, 0.5696], [5.4975, 1.4212, -0.9538], [4.2236, 1.6456, 1.2076], [1.1700, -2.7690, -0.8439], [-0.0659, -2.7052, 0.0462], [-5.0080, -3.2466, 2.9000], [-6.2140, -2.6908, 1.7368], [-5.1199, -4.0276, 1.3185], [-4.9291, 1.6408, 2.0570], [-4.7747, 4.0978, 1.8370], [-3.1141, 5.0984, 0.3070], [-1.8038, 1.1798, -0.8307], [-1.9972, -4.0432, 1.1725], [-3.0394, -4.1922, -0.2477], [-2.3109, -3.3582, -2.3316], [-1.8602, -1.7410, -1.7416], [-0.0213, -3.7677, -3.0814], [-0.5906, -2.2167, -3.7310], [1.7615, -2.1275, -2.8215], [2.4080, -0.3970, -0.9629], [2.5215, 1.9524, -1.2301], [0.7825, 1.9568, -1.6034], [0.1734, 1.5419, 0.6677], [1.4661, 2.7327, 0.7570], [1.4851, -0.2410, 1.3776], [1.9531, 1.0909, 2.4455], [3.2556, -1.5171, 1.5113], [4.0891, -0.5071, 2.7089], [5.1262, -1.2314, -0.0727], [6.8390, -2.5225, 1.1803], [5.2150, -3.1243, 1.5204], [6.0465, -2.1110, 2.7015], [7.1746, -0.0392, 0.6082], [6.4629, 0.3141, 2.1840], [6.2313, 2.2936, 0.8562], [5.1696, 2.3906, -1.3228], [4.7816, 0.6724, -1.2784], [6.4654, 1.1978, -1.3971], [3.7482, 2.5246, 0.7708], [4.3484, 1.8315, 2.2914], [2.0254, -2.3371, -0.3210], [1.3989, -3.8156, -1.0566], [0.1334, -3.2140, 0.9955], [-0.3118, -1.6535, 0.2574]],
  "forces_ev_per_a": [[0.08, 0.35, 0.08], [0.77, -0.70, -0.43], [-0.15, 0.43, 0.05], [0.65, -0.94, -0.26], [-0.28, 0.62, 0.14], [0.08, -0.17, -0.07], [0.02, 0.07, -0.02], [0.03, -0.02, -0.02], [-0.22, -0.11, 0.22], [0.17, 0.13, -0.18], [-0.14, -0.05, 0.08], [-0.05, 1.01, 0.05], [-1.09, -0.16, 0.51], [-0.06, -0.18, 0.12], [-0.04, 0.02, 0.03], [-0.10, 0.04, -0.35], [-0.11, 0.21, 0.06], [-0.16, -0.19, -0.17], [0.59, -0.31, -0.10], [-0.50, 0.17, -0.15], [0.21, 0.05, 0.20], [-0.15, 0.22, 0.12], [0.19, -0.16, -0.09], [-0.20, 0.15, -0.02], [-0.06, -0.04, 0.15], [0.16, -0.18, -0.26], [0.09, -0.07, 0.37], [-0.14, 0.20, -0.19], [-0.21, 0.06, -0.20], [0.02, 0.05, 0.02], [0.07, 0.06, 0.24], [0.22, 0.12, -0.11], [-0.09, 0.11, 0.12], [0.37, -0.07, 0.09], [-0.06, -0.07, 0.06], [-0.10, -0.09, -0.02], [-0.03, -0.06, -0.02], [-0.06, -0.02, 0.06], [-0.05, 0.06, 0.05], [0.03, 0.09, -0.03], [0.13, -0.04, -0.11], [-0.04, -0.04, -0.10], [0.06, -0.03, 0.09], [-0.01, 0.03, 0.00], [0.01, -0.20, -0.12], [0.03, -0.01, -0.02], [0.00, -0.04, -0.02], [-0.06, 0.04, 0.06], [-0.05, -0.09, -0.07], [-0.06, 0.03, -0.03], [0.19, 0.00, 0.04], [-0.04, 0.07, 0.03], [-0.06, 0.07, 0.02], [0.03, 0.02, 0.03], [0.01, -0.11, -0.03], [-0.01, 0.03, 0.04], [-0.01, -0.01, 0.02], [-0.06, 0.00, -0.01], [0.11, -0.07, -0.01], [-0.03, -0.14, 0.02], [0.04, 0.00, 0.14], [0.08, -0.01, 0.03], [0.05, -0.04, 0.08], [-0.07, -0.04, 0.01], [-0.05, 0.09, -0.10], [-0.08, -0.08, -0.12], [0.09, -0.02, -0.11], [-0.02, 0.06, 0.03], [-0.08, 0.00, -0.03], [0.06, -0.01, 0.03], [0.07, 0.00, 0.02], [0.00, 0.08, -0.01], [0.09, -0.10, 0.07]],
  "max_force_ev_per_a": 1.21,
  "de_lowest_kcal_mol": 2.8,
  "smiles": "Cc1oc(-c2cccc(Cl)c2)nc1CN1CCC(C(=O)NCCCN2C[C@H](C)C[C@@H](C)C2)CC1",
  "orbital_gap_ha": 0.3202,
  "charge": 0,
  "e_homo_ha": -0.2974,
  "total_energy_ev": -51211.533,
  "lumo_ev": 0.62
}

charge of number 1 (C27H39Br2N3ORuS2Si3)?
+1

Among the records above, which one has the lowest charge?
C27H39ClN4O2